# C6H14N4O2

3 unconnected molecules or ions with the total composition C6H14N4O2 at a distorted geometry (wB97M-V/def2-TZVPD, the Open Molecules 2025 dataset).

CARTESIAN COORDINATES (ANGSTROEM)
C (-1.94482, -0.78938, 0.47164)
C (-0.18760, 0.27069, -1.30142)
C (-2.32243, -0.08378, -0.69493)
C (-0.57048, -1.21536, 0.45582)
C (-3.65302, -0.10264, -1.11778)
C (-4.98760, -0.38876, -0.46814)
N (0.29545, -0.71968, -0.48241)
N (-1.40807, 0.48970, -1.48506)
N (-0.12170, -2.15368, 1.30198)
N (3.95774, -1.62665, -1.03260)
O (1.54450, -1.01418, -0.48869)
O (-5.05460, -1.16371, 0.65968)
H (-2.59263, -1.28672, 1.24367)
H (0.56425, 0.78620, -1.87023)
H (6.52457, 0.92920, 4.57007)
H (6.12562, 1.17897, 3.99113)
H (-3.85736, 0.43078, -2.02852)
H (-5.72210, -0.73566, -1.15103)
H (-5.34862, 0.65240, -0.26936)
H (-6.00133, -1.56846, 0.63464)
H (-0.79937, -2.58807, 1.92494)
H (0.88853, -2.28443, 1.48409)
H (2.93338, -1.43193, -1.14939)
H (4.09997, -1.36936, -2.04665)
H (4.31182, -0.83947, -0.45353)
H (4.26855, -2.54216, -0.70890)

ΔE to the lowest compared entry with this formula, charge and spin ... 371.4 kJ/mol
E_tot ... -16483.69656 eV
Total charge ... +2


# C2H13NO4

5 unconnected molecules or ions with the total composition C2H13NO4 at a distorted geometry (wB97M-V/def2-TZVPD, the Open Molecules 2025 dataset).

CARTESIAN COORDINATES (ANGSTROEM)
C (-1.90731, -2.07738, 0.13114)
C (-0.76639, -2.24228, 0.76415)
N (0.39297, -2.82377, 0.27320)
H (-2.15495, -2.71671, -0.66863)
H (-2.74543, -1.45007, 0.55160)
H (-0.59074, -1.86702, 1.78298)
H (0.39263, -3.17066, -0.70080)
H (1.25200, -2.17681, 0.40665)
O (-2.88986, 2.01235, -0.46698)
H (-3.62431, 1.91728, 0.23525)
H (-3.32353, 1.88614, -1.28092)
O (2.51286, 3.99091, -0.18930)
H (1.84052, 4.22093, -0.83625)
H (2.29208, 3.06392, 0.13551)
O (2.75609, -1.05297, 0.03009)
H (2.29772, -0.23122, 0.33294)
H (3.69746, -0.73820, -0.20554)
O (0.54783, 1.01032, -0.00165)
H (-0.20818, 1.03466, 0.56246)
H (0.22856, 1.41059, -0.85591)

ΔE to the lowest compared entry with this formula, charge and spin ... 165.5 kJ/mol
E_tot ... -11963.75125 eV
Total charge ... 0
Structure (SMILES) ... C=CN.O.O.O.O


# C53H63Br2F2N5O18S5

5 unconnected molecules or ions with the total composition C53H63Br2F2N5O18S5 at a distorted geometry (wB97M-V/def2-TZVPD, the Open Molecules 2025 dataset).

CARTESIAN COORDINATES (ANGSTROEM)
H (4.34865, 4.47151, 1.75759)
N (4.03130, 4.01374, 0.89983)
C (3.50132, 4.90329, 0.17432)
C (2.94875, 4.52214, -1.17629)
C (2.39441, 3.10833, -1.20613)
C (1.17530, 2.75990, -0.62066)
C (0.39600, 3.86140, 0.07481)
C (-1.10392, 3.83558, -0.15281)
O (-1.62095, 3.53435, -1.18125)
O (-1.80573, 4.21751, 0.96582)
C (-3.12395, 3.75120, 1.01152)
C (-3.45416, 2.57842, 1.87599)
O (-3.97129, 4.32449, 0.40375)
C (0.70134, 1.44192, -0.69177)
C (1.47682, 0.52069, -1.39144)
C (2.69915, 0.84503, -1.96520)
C (3.49933, -0.20568, -2.69875)
C (2.94907, -0.40715, -4.10515)
O (1.86246, -0.02620, -4.40401)
O (3.77780, -1.01247, -5.03859)
C (3.19518, -2.22422, -5.48775)
C (3.72556, -3.45132, -4.80251)
O (2.36483, -2.24771, -6.32651)
C (3.16142, 2.14405, -1.85205)
O (4.41372, 2.49553, -2.40948)
C (5.39910, 2.08347, -1.66327)
N (6.25560, 1.47540, -1.20493)
S (0.88320, -1.14662, -1.57113)
C (-0.86622, -0.83313, -1.69800)
C (-1.36201, 0.22905, -0.95678)
C (-2.71292, 0.52549, -1.05308)
C (-3.52477, -0.23585, -1.87789)
C (-4.95791, 0.16516, -1.97381)
C (-5.35622, 1.09719, -2.91682)
C (-6.70222, 1.42082, -2.90128)
C (-7.62575, 0.84609, -2.04638)
N (-7.23437, -0.06115, -1.12929)
C (-5.93836, -0.33478, -1.12691)
C (-3.01745, -1.31069, -2.61823)
C (-3.93318, -2.06869, -3.51459)
Br (-5.31624, -3.16319, -2.81067)
C (-3.82820, -1.98814, -4.84256)
C (-4.70259, -2.75430, -5.80281)
Br (-2.52607, -0.87162, -5.68295)
C (-1.65208, -1.63321, -2.53084)
C (-1.02743, -2.78372, -3.28624)
C (-0.98158, -4.00765, -2.32704)
O (-0.03020, -4.96986, -2.71939)
C (1.25433, -4.74177, -2.16655)
C (1.33557, -5.10270, -0.67943)
N (-0.54921, 1.05405, -0.11814)
N (-0.50624, 0.59311, 1.25534)
C (-0.21684, -0.79684, 1.44501)
O (-1.02548, -1.63570, 1.54664)
F (1.08142, -1.09589, 1.56150)
C (0.14928, 1.46321, 2.16899)
O (-0.43506, 2.22009, 2.85746)
F (1.47017, 1.39273, 2.23189)
H (3.44777, 5.95859, 0.44884)
H (2.13805, 5.18980, -1.47441)
H (3.69925, 4.62270, -1.95785)
H (0.58131, 3.77870, 1.14798)
H (0.73179, 4.85942, -0.18992)
H (-3.32999, 2.80172, 2.93689)
H (-2.84348, 1.69767, 1.67861)
H (-4.49412, 2.29789, 1.73762)
H (3.45641, -1.15806, -2.16522)
H (4.55738, 0.04296, -2.75898)
H (4.53418, -3.85309, -5.41441)
H (4.15897, -3.22016, -3.82928)
H (2.94234, -4.18997, -4.66558)
H (-3.13223, 1.35940, -0.51377)
H (-4.65642, 1.54822, -3.60623)
H (-7.05856, 2.16900, -3.60180)
H (-8.66427, 1.13456, -2.12495)
H (-5.60150, -1.04057, -0.36780)
H (-4.38500, -2.58665, -6.82697)
H (-4.58596, -3.81251, -5.56480)
H (-5.74670, -2.46983, -5.68151)
H (-0.01772, -2.48389, -3.56686)
H (-1.60320, -3.05632, -4.15971)
H (-1.96070, -4.48721, -2.38170)
H (-0.83172, -3.63786, -1.30751)
H (1.61723, -3.72613, -2.35669)
H (1.93037, -5.42615, -2.68236)
H (1.61335, -6.15265, -0.57962)
H (0.39469, -4.92499, -0.16067)
H (2.11677, -4.51489, -0.19179)
O (-9.15039, -1.75895, -2.48138)
S (-10.28914, -1.54160, -1.63066)
O (-10.81398, -0.22206, -1.38034)
C (-11.62606, -2.60610, -2.17146)
C (-11.40670, -3.90703, -1.40498)
C (-11.04922, -3.49260, 0.02678)
C (-10.00272, -2.37521, -0.06388)
H (-11.57972, -2.72811, -3.25117)
H (-12.56389, -2.13036, -1.88601)
H (-12.29182, -4.54131, -1.43403)
H (-10.57770, -4.46413, -1.84733)
H (-11.94448, -3.11805, 0.52796)
H (-10.67529, -4.33265, 0.61073)
H (-10.10696, -1.65644, 0.74427)
H (-8.98834, -2.76810, -0.08244)
O (5.64235, 6.91653, 1.51399)
S (5.72918, 6.44144, 2.87675)
O (4.56585, 5.93236, 3.56273)
C (7.03894, 5.22237, 2.97840)
C (8.29509, 6.03459, 3.26896)
C (7.89030, 7.07892, 4.31426)
C (6.56768, 7.70268, 3.85495)
H (7.09360, 4.66538, 2.04496)
H (6.79706, 4.55196, 3.80298)
H (9.10710, 5.39943, 3.62071)
H (8.62985, 6.53791, 2.35916)
H (7.74918, 6.59153, 5.28207)
H (8.65929, 7.84008, 4.44054)
H (5.93945, 7.97868, 4.69090)
H (6.72900, 8.56530, 3.21073)
O (2.61026, 5.04316, 5.43790)
S (3.25900, 6.11355, 6.14334)
O (4.22072, 6.99128, 5.53987)
C (2.00928, 7.12852, 6.92880)
C (1.79693, 6.47766, 8.29236)
C (3.19775, 6.13042, 8.81280)
C (3.96277, 5.45948, 7.66460)
H (1.11358, 7.14533, 6.31206)
H (2.41549, 8.13426, 7.02985)
H (1.26614, 7.14187, 8.97299)
H (1.20645, 5.56560, 8.18194)
H (3.71074, 7.04734, 9.11071)
H (3.15528, 5.48134, 9.68638)
H (5.02461, 5.69089, 7.69300)
H (3.81809, 4.38063, 7.65970)
O (3.09306, -7.61469, -1.09511)
S (2.71800, -8.99737, -0.93907)
O (1.49007, -9.51439, -1.48104)
C (4.08291, -10.01710, -1.48701)
C (4.94314, -10.19809, -0.24015)
C (3.96305, -10.46470, 0.90990)
C (2.83598, -9.42953, 0.80195)
H (4.60218, -9.52250, -2.30443)
H (3.66970, -10.96731, -1.82402)
H (5.65529, -11.01282, -0.36245)
H (5.50690, -9.28417, -0.04044)
H (3.55018, -11.47048, 0.80980)
H (4.45427, -10.40844, 1.88018)
H (1.88058, -9.82913, 1.13184)
H (3.06921, -8.52150, 1.35492)

E_tot ... -299979.83071 eV
Total charge ... 0
Structure (SMILES) ... [H]/N=C/Cc1c(CC(=O)OC(C)=O)c2c(c(CC(=O)OC(C)=O)c1OC#N)Sc1c(cc(-c3cccnc3)c(/C(Br)=C(/C)Br)c1CCOCC)N2N(C(=O)F)C(=O)F.O=S1(=O)CCCC1.O=S1(=O)CCCC1.O=S1(=O)CCCC1.O=S1(=O)CCCC1


# C4H6N2O

C4H6N2O in the gas phase (wB97M-V/def2-TZVPD, the Open Molecules 2025 dataset).

CARTESIAN COORDINATES (ANGSTROEM)
C (1.25353, 0.79599, -0.31110)
C (1.45721, -0.39313, 0.21505)
C (0.45054, -1.42976, -0.23974)
O (-0.83271, -0.82768, -0.47436)
C (-1.13783, 0.32624, 0.26730)
N (-0.81023, 1.50742, -0.52422)
N (0.54939, 1.64766, -0.89123)
H (2.04536, -0.53589, 1.11448)
H (0.71109, -1.92471, -1.18008)
H (0.36209, -2.20186, 0.53836)
H (-2.21648, 0.35220, 0.44361)
H (-0.62322, 0.30293, 1.24044)
H (-1.20873, 2.38057, -0.19851)

ΔE to the lowest compared entry with this formula, charge and spin ... 420.3 kJ/mol
E_tot ... -9269.14584 eV
Total charge ... 0
Structure (SMILES) ... C1=CCOCNN=1


# C6H12

2 unconnected molecules or ions with the total composition C6H12 at a distorted geometry (wB97M-V/def2-TZVPD, the Open Molecules 2025 dataset).

CARTESIAN COORDINATES (ANGSTROEM)
C (0.37404, 1.51514, -1.72061)
C (1.27745, 1.04173, -0.57595)
C (0.80437, -0.20456, 0.20354)
C (-0.64873, -0.39120, 0.42416)
C (-1.01754, -0.95172, 1.83566)
C (-1.01905, -1.81777, 0.61853)
H (-0.55728, 1.97028, -1.36049)
H (0.11026, 0.67707, -2.37341)
H (0.88295, 2.27114, -2.33129)
H (2.25722, 0.77297, -0.97399)
H (1.46948, 1.90387, 0.09556)
H (1.41662, -0.35332, 1.08568)
H (1.11871, -1.72263, -0.21024)
H (-1.32168, 0.22499, -0.17214)
H (-0.14835, -0.96038, 2.48088)
H (-1.93653, -0.67719, 2.37376)
H (-2.05793, -2.04707, 0.31559)
H (0.10378, -2.35167, 0.21003)

ΔE to the lowest compared entry with this formula, charge and spin ... 436.1 kJ/mol
E_tot ... -6412.42038 eV
Total charge ... 0


# C14H31BFN2O8P

2 unconnected molecules or ions with the total composition C14H31BFN2O8P at a distorted geometry (wB97M-V/def2-TZVPD, the Open Molecules 2025 dataset).

CARTESIAN COORDINATES (ANGSTROEM)
C (1.55376, -1.07784, -1.13302)
C (0.51243, -2.20889, -1.70040)
B (-0.08672, -1.91952, -3.20339)
O (0.20222, -2.97232, -4.24042)
P (-1.14239, -0.41979, -3.75143)
F (-1.55866, -0.16315, -2.06775)
C (-0.58769, 1.40512, -3.82798)
C (0.90352, 1.70994, -3.21884)
C (0.92616, 2.26836, -1.67761)
O (2.11794, 2.22209, -1.02676)
O (-0.22580, 2.77410, -0.91494)
N (-2.86277, -0.78830, -4.21179)
C (-3.73405, -0.19428, -3.33309)
C (-4.07995, 1.43983, -3.30526)
C (-4.58758, -1.09122, -2.20875)
O (-0.72422, -0.75277, -5.40826)
N (0.50118, -0.30702, -5.73294)
O (0.83270, -0.74080, -6.84508)
H (2.22998, -1.62632, -0.31691)
H (2.29912, -0.64179, -1.92248)
H (0.92811, -0.28188, -0.54645)
H (-0.35388, -2.39718, -0.91619)
H (1.12358, -3.23376, -1.73535)
H (-0.69038, -3.46600, -4.29697)
H (-1.35403, 2.01616, -3.14675)
H (-0.69906, 1.89606, -4.91027)
H (1.57465, 0.76934, -3.41791)
H (1.36474, 2.58100, -3.89166)
H (-0.51942, 3.67969, -1.26044)
H (-3.87156, 1.91563, -4.36417)
H (-3.43936, 1.98130, -2.46680)
H (-5.22281, 1.57400, -3.03402)
H (-3.90728, -1.86499, -1.65158)
H (-5.55876, -1.58791, -2.69343)
H (-5.01210, -0.33497, -1.39002)
C (-1.12836, -1.23225, 5.05213)
O (-0.29341, -0.21178, 4.53139)
C (0.03079, 0.79565, 5.48676)
C (1.50279, 1.20563, 5.38222)
O (2.43552, 0.21170, 5.82524)
C (2.56672, -0.95803, 5.00476)
C (3.17353, -0.70062, 3.62022)
O (2.22510, -0.05583, 2.77060)
C (2.80921, 0.91421, 1.91520)
H (-2.15835, -0.87742, 5.11138)
H (-1.08136, -2.08576, 4.37400)
H (-0.78148, -1.56658, 6.03748)
H (-0.17672, 0.45794, 6.51420)
H (-0.60056, 1.66080, 5.27489)
H (1.65585, 2.06348, 6.04705)
H (1.75613, 1.55786, 4.38137)
H (1.62113, -1.49264, 4.94030)
H (3.25182, -1.61744, 5.54947)
H (3.43021, -1.65636, 3.15225)
H (4.08357, -0.10330, 3.73002)
H (3.50685, 1.55801, 2.46058)
H (2.00582, 1.54706, 1.52633)
H (3.31356, 0.42372, 1.08125)

E_tot ... -47054.03588 eV
Total charge ... 0
Structure (SMILES) ... CCB(O)P(F)(CCC(=O)O)(N=C(C)C)ON=O.COCCOCCOC


Which formula does entry 3 have? C53H63Br2F2N5O18S5


What did the first record say?
# C6H14N4O2

3 unconnected molecules or ions with the total composition C6H14N4O2 at a distorted geometry (wB97M-V/def2-TZVPD, the Open Molecules 2025 dataset).

CARTESIAN COORDINATES (ANGSTROEM)
C (-1.94482, -0.78938, 0.47164)
C (-0.18760, 0.27069, -1.30142)
C (-2.32243, -0.08378, -0.69493)
C (-0.57048, -1.21536, 0.45582)
C (-3.65302, -0.10264, -1.11778)
C (-4.98760, -0.38876, -0.46814)
N (0.29545, -0.71968, -0.48241)
N (-1.40807, 0.48970, -1.48506)
N (-0.12170, -2.15368, 1.30198)
N (3.95774, -1.62665, -1.03260)
O (1.54450, -1.01418, -0.48869)
O (-5.05460, -1.16371, 0.65968)
H (-2.59263, -1.28672, 1.24367)
H (0.56425, 0.78620, -1.87023)
H (6.52457, 0.92920, 4.57007)
H (6.12562, 1.17897, 3.99113)
H (-3.85736, 0.43078, -2.02852)
H (-5.72210, -0.73566, -1.15103)
H (-5.34862, 0.65240, -0.26936)
H (-6.00133, -1.56846, 0.63464)
H (-0.79937, -2.58807, 1.92494)
H (0.88853, -2.28443, 1.48409)
H (2.93338, -1.43193, -1.14939)
H (4.09997, -1.36936, -2.04665)
H (4.31182, -0.83947, -0.45353)
H (4.26855, -2.54216, -0.70890)

ΔE to the lowest compared entry with this formula, charge and spin ... 371.4 kJ/mol
E_tot ... -16483.69656 eV
Total charge ... +2


Which value of E_tot does entry 1 give? -16483.69656 eV